No. 1
C2H6OS2 | ωB97M-V/def2-TZVPD

```
! RIJCOSX wB97M-V def2-TZVPD def2/J DEFGRID3
* xyz 0 1
O -2.1169 0.2193 -0.4684
C -1.5060 0.8961 -1.2914
H -1.1429 0.4503 -2.2806
H -1.1154 1.9142 -1.1046
C 0.8068 -0.7930 -0.1474
S 1.2233 0.7896 0.7240
S 1.4317 -0.0120 2.6876
H 1.5342 -1.4860 0.2925
H 0.9851 -0.5579 -1.2333
H -0.2394 -1.1731 -0.0067
H 0.1395 -0.2476 2.8281
*
```

Summary:
SMILES   C=O.CSS
E_HOMO   -9.02 eV
LUMO level   0.0065 Ha

Results of the natural (NBO) charge analysis, in e, for atoms 1 through 4: O -0.5066; C 0.2684; H 0.1074; H 0.1282


No. 2
C34H97HfN8O11 | ωB97M-V/def2-TZVPD

```
! RIJCOSX wB97M-V def2-TZVPD def2/J DEFGRID3
* xyz 3 1
Hf 4.8089 25.4012 -9.8071
C 1.3280 27.6612 -8.9916
C 2.6668 27.8593 -8.2606
O 3.7665 27.3028 -8.9308
H 1.4301 28.2532 -9.9020
H 0.5004 28.0053 -8.3724
H 1.1313 26.6202 -9.2552
H 2.6703 27.4413 -7.2489
H 2.9213 28.9261 -8.2516
O 3.7630 24.6947 -7.7667
H 4.2689 24.7237 -6.8874
H 2.8507 24.4807 -7.5275
O 6.0371 27.2477 -10.6750
H 5.9695 28.1452 -10.2339
H 6.4530 27.4323 -11.5776
C 5.9601 27.0556 -15.1620
C 6.3668 28.2533 -14.2847
C 5.2478 29.1975 -13.8926
O 4.3072 28.4887 -13.0796
C 3.1344 29.2329 -12.8045
N 7.1553 27.8192 -13.1346
H 6.8578 26.4827 -15.3836
H 5.4604 27.4585 -16.0416
H 5.2153 26.4305 -14.6670
H 7.1211 28.8161 -14.8486
H 4.7431 29.4474 -14.8302
H 5.6549 30.1053 -13.4379
H 2.7463 29.6522 -13.7388
H 3.2683 30.0320 -12.0755
H 2.3823 28.5007 -12.5071
H 7.6647 28.6031 -12.7311
H 7.9073 27.1846 -13.3840
C -2.7881 22.2194 -4.2567
C -2.0766 23.5669 -4.4655
C -1.5248 23.7346 -5.9275
O -0.9474 25.0061 -6.2337
C 0.2090 25.2751 -5.4684
N -3.0645 24.5953 -4.1841
H -2.7481 22.0604 -3.1801
H -2.1487 21.4203 -4.6378
H -3.7879 22.1827 -4.6782
H -1.3179 23.7340 -3.7006
H -2.3324 23.6465 -6.6557
H -0.7881 22.9697 -6.1960
H 0.9606 24.4827 -5.5604
H -0.0031 25.3879 -4.4028
H 0.6427 26.2079 -5.8297
H -2.7790 25.5644 -4.1262
H -3.8325 24.5278 -4.8428
C 2.7435 31.6648 -2.3946
C 3.0593 30.4360 -3.2493
C 3.1941 30.9285 -4.7095
O 1.8731 31.2784 -5.0934
C 1.7336 31.6496 -6.4501
N 4.3603 29.8753 -2.9054
H 2.4469 31.4647 -1.3661
H 1.8815 32.1915 -2.8154
H 3.5297 32.4146 -2.5056
H 2.1805 29.7911 -3.1967
H 3.6278 30.2011 -5.4043
H 3.8362 31.8183 -4.7248
H 2.1264 30.8781 -7.1213
H 2.2811 32.5855 -6.5943
H 0.6831 31.8258 -6.6759
H 5.0644 30.5317 -3.2264
H 4.4138 29.8715 -1.8910
C -4.9904 26.1551 -7.3287
C -3.8107 26.7676 -8.0408
C -3.1531 27.9477 -7.3105
O -2.2153 28.6545 -8.1323
C -1.4561 29.6006 -7.4010
N -2.8440 25.7637 -8.4369
H -5.8534 26.8101 -7.2135
H -4.7747 25.9899 -6.2628
H -5.2391 25.1556 -7.6779
H -4.2220 27.2461 -8.9422
H -2.6124 27.5201 -6.4566
H -3.8629 28.6947 -6.9465
H -0.6925 29.9462 -8.1046
H -0.9477 29.1297 -6.5589
H -1.9645 30.5343 -7.1471
H -1.9623 26.1726 -8.7482
H -2.4769 25.4561 -7.5271
C 3.9552 26.7003 -4.7667
C 4.8829 25.5742 -4.2855
C 4.4011 24.6616 -3.1671
O 4.5898 25.2643 -1.9167
C 4.9071 24.3295 -0.8760
N 5.3457 24.8377 -5.4921
H 3.6191 27.3131 -3.9315
H 3.0743 26.2786 -5.2630
H 4.4733 27.2991 -5.5179
H 5.7991 26.1159 -4.0357
H 5.0330 23.7733 -3.3052
H 3.3930 24.2572 -3.3079
H 5.2415 24.8338 0.0246
H 5.7430 23.7159 -1.2253
H 4.0754 23.6465 -0.6980
H 5.9904 25.4413 -5.9940
H 5.9118 24.0218 -5.2781
C 1.2593 31.4612 -10.6920
C 0.1044 32.3466 -10.2235
C 0.4057 33.8565 -10.3018
O 1.6177 34.1480 -9.7060
C 1.8902 35.5724 -9.6002
N -0.9841 32.0246 -11.1509
H 1.2387 31.2714 -11.7654
H 1.0573 30.4546 -10.3008
H 2.2529 31.6510 -10.2877
H -0.0607 32.1179 -9.1712
H -0.3835 34.3385 -9.6983
H 0.2517 34.3281 -11.2836
H 1.1219 36.0822 -9.0219
H 1.9984 35.8925 -10.6368
H 2.8582 35.5472 -9.1070
H -0.7668 32.4382 -12.0503
H -1.8709 32.3879 -10.8143
C 4.9411 31.9299 -8.9066
C 5.5055 30.9032 -9.8713
C 6.7852 31.3391 -10.5928
O 6.3905 32.2738 -11.5921
C 7.4010 32.6348 -12.5424
N 5.7598 29.6452 -9.1565
H 4.7777 32.9277 -9.3152
H 5.5702 32.0499 -8.0205
H 3.9960 31.5962 -8.4700
H 4.7879 30.6641 -10.6555
H 7.2683 30.5184 -11.1364
H 7.5426 31.7898 -9.9444
H 7.7912 31.8376 -13.1786
H 8.2733 33.1413 -12.1213
H 6.8718 33.4008 -13.1053
H 4.9025 29.1736 -8.9019
H 6.4367 29.5581 -8.4133
C -4.0853 29.2238 -12.6464
C -3.3680 28.7676 -11.3870
C -1.8995 28.2975 -11.6919
O -1.8983 27.2218 -12.5680
C -2.1210 25.9678 -11.9231
N -3.3361 29.8506 -10.4397
H -4.1759 28.3927 -13.3453
H -3.3939 29.9284 -13.1216
H -5.0317 29.7180 -12.4512
H -3.8897 27.9029 -10.9592
H -1.2849 28.0651 -10.8161
H -1.3911 29.1399 -12.1738
H -3.1183 25.9590 -11.4766
H -1.3719 25.8050 -11.1434
H -2.0084 25.1883 -12.6713
H -2.5834 30.4365 -10.8225
H -2.8793 29.5432 -9.5659
*
```

Summary:
E_HOMO   -14.51 eV
LUMO level   -0.4774 Ha

Results of the Löwdin charge analysis, in e, for atoms 1 through 4: Hf 1.9430; C -0.0571; C -0.3446; O -0.4426


No. 3
C4H12N2O | ωB97M-V/def2-TZVPD

```
! RIJCOSX wB97M-V def2-TZVPD def2/J DEFGRID3
* xyz 0 1
C -0.1654 0.1971 -0.0733
C -1.5520 -0.7090 -0.4278
C 0.8712 -0.8691 0.1422
C 2.3571 -0.1753 0.4441
N -0.4589 1.0418 1.0501
N -2.6045 0.0794 -1.0125
O 0.1117 0.9729 -1.1998
H 0.4782 1.8183 -0.9195
H -0.7710 0.5003 1.8464
H 0.3525 1.5782 1.3373
H -2.7470 0.9191 -0.4592
H -2.3221 0.3738 -1.9420
H -1.3442 -1.5506 -1.0888
H -1.9037 -1.1058 0.5275
H 0.9769 -1.4743 -0.7546
H 0.6356 -1.4828 1.0093
H 2.3607 0.3227 1.4133
H 2.6253 0.5335 -0.3370
H 3.0996 -0.9701 0.4441
*
```

Summary:
SMILES   CC[C@@](N)(O)CN
E_HOMO   -8.57 eV
LUMO level   0.0293 Ha

Results of the natural (NBO) charge analysis, in e, for atoms 1 through 4: C 0.3717; C -0.2199; C -0.4229; C -0.6263


No. 4
C4H10O2 | ωB97M-V/def2-TZVPD

```
! RIJCOSX wB97M-V def2-TZVPD def2/J DEFGRID3
* xyz 0 1
C 2.4249 -0.5887 -0.4078
O 1.2162 -0.4845 0.3094
C 0.1356 -0.0775 -0.4809
C -1.0773 -0.0144 0.4095
C -2.3185 0.4652 -0.0835
O -1.0120 -0.6804 1.5290
H 2.3396 -1.3225 -1.2223
H 2.7172 0.3828 -0.8282
H 3.1887 -0.9201 0.2977
H -0.0864 -0.8325 -1.2579
H 0.2990 0.8962 -0.9531
H -0.5329 1.7167 1.1020
H -3.1940 0.2548 0.5209
H -2.4360 0.5276 -1.1619
H -1.6025 1.4525 0.4795
H -0.0615 -0.7752 1.7477
*
```

Summary:
E_HOMO   -6.93 eV
LUMO level   0.0289 Ha

Results of the natural (NBO) charge analysis, in e, for atoms 1 through 4: C -0.2425; O -0.5534; C -0.1572; C 0.5706


No. 5
C6H12O | ωB97M-V/def2-TZVPD

```
! RIJCOSX wB97M-V def2-TZVPD def2/J DEFGRID3
* xyz 0 1
C 1.9555 -0.9590 -0.3667
C 1.0546 0.0912 0.2025
O 1.6868 0.5516 1.3507
C 0.1417 1.1588 -0.2934
C -1.1485 0.9806 0.5572
C -1.8907 -0.1485 -0.1408
C -0.8189 -1.1994 -0.3525
H 3.0207 -0.6950 -0.4226
H 1.5696 -1.2949 -1.3231
H 1.8881 -1.8095 0.3224
H 1.4164 1.4684 1.5344
H 0.5487 2.1761 -0.1743
H -0.0844 0.9862 -1.3453
H -0.8750 0.6070 1.5549
H -1.7143 1.9054 0.7044
H -2.3006 0.2361 -1.0867
H -2.7418 -0.5216 0.4428
H -0.7562 -1.5015 -1.4143
H -0.9675 -2.1142 0.2271
*
```

Summary:
E_HOMO (spin up / spin down)   -7.45 / -7.45 eV
LUMO level (spin up / spin down)   0.0318 / 0.0318 Ha

Results of the natural (NBO) charge analysis, in e, for atoms 1 through 4: C -0.6676; C 0.4643; O -0.7072; C -0.4970


No. 6
C3H5CuO4 | ωB97M-V/def2-TZVPD

```
! RIJCOSX wB97M-V def2-TZVPD def2/J DEFGRID3
* xyz -1 2
C 1.5601 -0.9058 -0.0238
C 0.4178 0.0978 -0.0039
O -0.7905 -0.6374 0.0659
C -1.9590 0.0595 0.0937
O -3.0159 -0.5665 -0.0915
O -1.8425 1.3089 0.0037
Cu -4.0160 2.2290 -0.5986
H 1.5004 -1.5181 -0.9340
H 1.4765 -1.5817 0.8433
H 0.4397 0.7185 -0.9119
H 0.5101 0.7646 0.8677
O 2.8121 -0.2560 -0.0491
H 2.9072 0.2871 0.7386
*
```

Summary:
E_HOMO (spin up / spin down)   -2.14 / -4.63 eV
LUMO level (spin up / spin down)   0.1142 / 0.1142 Ha

Results of the natural (NBO) charge analysis, in e, for atoms 1 through 4: C -0.0720; C -0.0768; O -0.5569; C 0.9434


No. 7
C2H8B2Br2ClNO2P | ωB97M-V/def2-TZVPD

```
! RIJCOSX wB97M-V def2-TZVPD def2/J DEFGRID3
* xyz -1 1
C 0.8497 -1.0523 1.2198
N 0.7234 -0.5449 -0.2310
C 2.1183 -0.3714 -0.7951
B 0.0518 0.8128 -0.2551
O 0.9337 1.9883 0.0735
B -1.5060 1.1584 -0.6446
Br -1.5519 1.9518 -2.5287
Br -2.2038 2.5065 0.7195
P -2.7184 -0.3136 -0.6543
O -2.0729 -1.7549 0.0734
Cl -4.3127 0.2673 0.6931
H 0.8447 -2.2437 1.1563
H -0.1436 -0.7106 1.7817
H 1.8195 -0.6732 1.7550
H 2.1278 0.3850 -1.7136
H 2.5702 -1.4074 -1.1564
H 2.8789 0.0785 0.0041
H 0.9937 2.1099 1.0662
H -1.4024 -2.1863 -0.5638
*
```

Summary:
E_HOMO   -4.15 eV
LUMO level   0.1135 Ha

Results of the natural (NBO) charge analysis, in e, for atoms 1 through 4: C -0.4429; N -0.8138; C -0.4309; B 1.1116


| no. | largest force on an atom (eV/A) |
| --- | --- |
| 1 | 2.63 |
| 2 | 7.68 |
| 3 | 3.85 |
| 4 | 0.37 |
| 5 | 0.80 |
| 6 | 3.45 |
| 7 | 2.92 |